DFT (ωB97M-V/def2-TZVPD) results for a 2-piece molecular cluster, C3H7NS overall at a distorted geometry.

Structure (XYZ):
```
12
Properties=species:S:1:pos:R:3:forces:R:3
N 3.258 1.334 3.390 -0.90 1.79 -1.36
C 2.842 2.209 2.738 1.78 -3.11 2.44
H 2.458 3.016 2.136 0.35 0.07 0.05
S 1.366 4.114 1.129 -1.19 1.02 -1.29
C -1.124 2.904 0.709 -0.15 0.12 -0.14
C 0.079 2.935 1.641 -0.10 -0.22 0.41
H 1.630 3.537 -0.063 -0.01 0.12 0.18
H -1.574 3.907 0.628 0.15 -0.44 -0.03
H -1.887 2.206 1.094 0.29 0.24 -0.17
H -0.822 2.572 -0.299 -0.18 0.12 0.36
H -0.217 3.279 2.650 0.17 -0.21 -0.45
H 0.530 1.930 1.747 -0.21 0.50 0.00
```
Forces are in eV/Å.

Calculated values
HOMO-LUMO gap in eV: 10.5
E_HOMO in eV: -9.91
Strongest force on any atom in eV/Å: 4.33
SMILES string: C#N.CCS
Energy in hartree: -571.39777
Charge: 0
E_LUMO in Ha: 0.02281

DFT (ωB97M-V/def2-TZVPD) results for one molecule with the formula C20H26N4O5 at a distorted geometry.

Structure (XYZ):
```
55
Properties=species:S:1:pos:R:3:forces:R:3
C -4.118 -3.242 -0.706 -0.50 -0.06 0.00
H -4.251 -3.504 0.347 0.00 0.02 -0.04
O -2.756 -3.241 -1.071 0.41 0.28 0.00
C -1.837 -2.549 -0.328 0.04 -0.10 -0.05
C -0.522 -2.971 -0.502 -0.25 0.05 0.07
C 0.532 -2.352 0.139 -0.08 0.03 0.10
C 0.293 -1.267 0.968 -0.11 -0.13 -0.02
C -1.014 -0.843 1.158 -0.05 -0.06 0.01
C -2.089 -1.463 0.531 -0.24 -0.10 0.03
O -3.385 -1.048 0.697 0.35 -0.33 -0.43
C -3.677 -0.142 1.743 -0.03 0.26 0.19
H -4.764 -0.090 1.777 0.05 0.04 0.05
H -3.302 -0.515 2.701 0.00 -0.02 -0.01
H -3.273 0.856 1.544 -0.08 -0.20 0.09
H -1.192 0.013 1.789 -0.06 0.17 0.06
C 1.417 -0.577 1.695 -0.02 0.00 0.19
N 2.664 -0.574 0.936 0.13 -0.09 0.13
C 3.830 -0.604 1.795 0.34 -0.17 -0.08
H 3.695 -1.375 2.556 0.00 0.07 -0.03
H 4.000 0.363 2.302 -0.01 -0.06 0.02
C 5.045 -0.951 0.947 -0.23 -0.18 0.35
N 5.150 0.005 -0.124 0.49 -0.11 0.05
C 4.116 0.670 -0.670 0.04 -0.01 -0.01
O 4.273 1.375 -1.649 -0.11 0.21 -0.19
C 2.753 0.551 0.013 -0.28 0.32 -0.32
C 1.692 0.491 -1.091 0.23 0.23 0.20
H 2.113 0.996 -1.967 -0.07 -0.08 0.03
C 0.413 1.216 -0.720 0.34 -0.10 -0.23
O 0.326 1.923 0.268 0.24 -0.03 0.34
N -0.604 1.087 -1.606 -0.40 0.30 -0.12
C -0.559 0.168 -2.721 0.15 -0.27 -0.12
H -1.392 0.381 -3.388 0.03 0.02 0.00
H -0.643 -0.871 -2.388 -0.01 -0.01 -0.07
H 0.366 0.291 -3.282 -0.04 -0.05 -0.05
C -1.924 1.626 -1.306 -0.07 -0.10 0.23
C -1.909 2.805 -0.394 -0.32 0.74 0.32
N -2.563 2.801 0.738 -0.17 -1.01 -0.62
O -2.427 4.028 1.293 0.09 0.65 0.38
C -1.691 4.791 0.481 0.27 -0.36 -0.84
C -1.338 4.086 -0.625 -0.29 0.25 0.55
H -0.745 4.397 -1.458 0.17 0.13 -0.16
H -1.499 5.796 0.799 0.00 0.15 0.11
H -2.375 1.943 -2.254 0.02 -0.11 0.13
H -2.556 0.848 -0.862 -0.05 0.05 -0.07
H 1.490 -0.549 -1.340 0.02 0.04 -0.11
H 2.610 1.510 0.553 0.08 -0.17 -0.10
H 6.028 0.080 -0.618 -0.18 0.09 -0.04
H 5.956 -0.917 1.552 -0.09 0.01 -0.03
H 4.928 -1.966 0.544 0.02 0.06 0.14
H 1.593 -1.128 2.626 0.06 0.08 -0.06
H 1.107 0.442 1.965 0.03 -0.09 0.04
H 1.542 -2.702 -0.003 0.11 -0.01 -0.05
H -0.356 -3.811 -1.159 0.00 -0.11 -0.07
H -4.579 -4.009 -1.329 0.01 0.03 0.06
H -4.594 -2.279 -0.899 0.03 -0.14 0.03
```
Forces are in eV/Å.

Calculated values
HOMO-LUMO gap in eV: 8.7
E_HOMO in eV: -7.95
Strongest force on any atom in eV/Å: 1.20
SMILES string: COc1ccc(CN2CCNC(=O)[C@H]2CC(=O)N(C)Cc2ccon2)cc1OC
Energy in hartree: -1372.88957
Charge: 0
E_LUMO in Ha: 0.02875

DFT (ωB97M-V/def2-TZVPD) results for a 2-piece molecular cluster, C5H13NO overall at a distorted geometry.

Structure (XYZ):
```
20
Properties=species:S:1:pos:R:3:forces:R:3
C -1.215 -1.272 -1.462 -4.41 2.03 0.44
C -1.005 0.267 -1.441 3.50 -0.75 -0.20
C 0.110 0.625 -0.334 -1.84 -0.14 0.31
C -0.433 1.291 0.782 2.37 -0.36 -1.10
N 0.330 1.879 1.899 -0.52 1.14 -0.84
C 1.619 0.117 -0.726 -2.58 4.70 -2.11
H -2.139 -1.525 -2.143 2.03 0.21 0.94
H -1.599 -1.464 -0.417 0.80 -0.41 -1.03
H -0.347 -1.761 -1.712 1.75 -1.56 -0.55
H -1.900 0.656 -1.110 -1.92 1.27 0.48
H -0.720 0.742 -2.457 -0.36 -0.88 1.57
H -1.516 1.409 0.892 0.26 0.04 -0.67
H 0.408 1.234 2.639 0.34 -1.15 0.89
H -0.033 2.762 2.367 0.09 -1.59 -1.49
H 1.708 0.457 -1.862 -0.38 -1.18 1.95
H 2.179 0.985 -0.319 0.74 -1.56 0.64
H 1.873 -0.934 -0.687 0.17 0.14 0.67
H 1.118 -1.555 1.301 -0.40 -0.08 0.88
H 0.887 -2.363 2.616 0.25 -0.51 0.08
O 0.676 -1.548 2.175 0.10 0.64 -0.85
```
Forces are in eV/Å.

Calculated values
HOMO-LUMO gap in eV: 9.3
E_HOMO in eV: -8.49
Strongest force on any atom in eV/Å: 5.76
SMILES string: CC/C(C)=C/N.O
Energy in hartree: -328.20779
Charge: 0
E_LUMO in Ha: 0.02833

DFT (ωB97M-V/def2-TZVPD) results for Cl4FFe as an isolated structure at a distorted geometry.

Structure (XYZ):
```
6
Properties=species:S:1:pos:R:3:forces:R:3
Fe 0.031 -0.133 -0.114 0.01 1.33 -1.13
F -0.164 0.794 -2.169 -0.13 -0.86 1.34
Cl -0.664 -2.461 0.050 0.29 0.45 -0.13
Cl 0.821 0.772 2.494 -0.11 -0.25 -0.22
Cl 2.465 0.017 -0.723 -0.37 -0.40 0.22
Cl -2.489 1.011 0.462 0.32 -0.28 -0.09
```
Forces are in eV/Å.

Calculated values
HOMO-LUMO gap in eV: 7.0
E_HOMO in eV: 1.69
Strongest force on any atom in eV/Å: 1.74
Energy in hartree: -3204.27465
Charge: -3
E_LUMO in Ha: 0.31846

DFT (ωB97M-V/def2-TZVPD) results for H6O15S3Zn as an isolated structure at a distorted geometry.

Structure (XYZ):
```
25
Properties=species:S:1:pos:R:3:forces:R:3
Zn 0.060 -0.573 0.088 0.02 0.07 0.01
S 3.154 4.176 0.289 1.00 -0.48 -2.43
O 3.185 4.940 1.479 0.32 2.72 4.05
O 2.326 3.041 0.609 -1.12 -2.45 0.25
O 2.551 4.980 -0.750 -1.09 1.26 -1.64
O 4.499 3.821 -0.143 1.03 -0.81 -0.13
S 1.248 0.200 -5.512 -0.54 -0.10 -2.24
O 0.832 -0.159 -4.188 -0.93 -0.64 2.75
O 1.275 1.668 -5.560 0.30 1.00 -0.15
O 2.532 -0.409 -5.798 1.64 -0.30 -0.36
O 0.269 -0.270 -6.517 -0.47 -0.07 -0.38
S -2.678 -1.316 5.028 -1.02 -1.07 0.79
O -3.602 -0.192 5.258 -0.73 0.60 0.43
O -3.465 -2.487 4.506 0.23 0.10 0.47
O -1.755 -0.912 3.986 1.50 0.43 -1.38
O -1.958 -1.657 6.280 -0.21 -0.22 -0.09
O 2.826 -3.382 0.869 -0.04 -0.06 -0.11
H 2.860 -3.648 1.788 -0.15 0.07 0.30
H 3.553 -3.848 0.457 0.17 -0.02 -0.20
O -2.514 -3.338 -0.374 0.10 -0.07 -0.10
H -2.715 -3.810 -1.182 0.04 -0.02 -0.28
H -3.216 -3.582 0.228 -0.11 0.11 0.41
O -2.911 1.969 -0.481 -0.18 -0.07 -0.31
H -3.732 1.912 0.008 -0.10 -0.15 0.27
H -2.626 2.876 -0.367 0.31 0.17 0.05
```
Forces are in eV/Å.

Calculated values
HOMO-LUMO gap in eV: 1.6
E_HOMO in eV: 2.67
Strongest force on any atom in eV/Å: 4.89
Energy in hartree: -4105.66572
Charge: -4
E_LUMO in Ha: 0.15695

DFT (ωB97M-V/def2-TZVPD) results for C50H72MnN3OP3S2 as an isolated structure at a distorted geometry.

Structure (XYZ):
```
132
Properties=species:S:1:pos:R:3:forces:R:3
Mn 0.079 0.733 -0.125 1.71 -1.61 -1.47
C -2.418 0.164 2.266 -0.04 -0.20 -0.29
C -1.724 -1.194 2.016 0.08 0.30 -0.12
P -1.421 -1.475 0.215 -0.60 -0.32 0.58
C -3.132 -2.052 -0.255 0.01 0.00 -0.14
C -4.102 -1.170 -0.739 0.02 -0.09 0.00
C -5.399 -1.598 -1.012 0.08 -0.01 0.01
C -5.752 -2.925 -0.812 0.06 0.01 0.01
C -4.797 -3.816 -0.338 0.00 0.01 0.00
C -3.505 -3.386 -0.064 -0.02 0.02 0.01
C -0.549 -3.074 0.142 0.08 0.08 -0.14
C -0.258 -3.573 -1.129 0.03 0.04 -0.06
C 0.375 -4.797 -1.284 -0.02 0.02 0.04
C 0.726 -5.538 -0.160 -0.03 0.05 0.00
C 0.442 -5.048 1.107 0.01 0.03 -0.02
C -0.189 -3.817 1.259 0.02 -0.07 0.08
C -1.647 1.334 1.636 -0.60 -0.22 -0.56
P -2.269 1.862 -0.050 -0.25 0.51 0.22
C -3.460 3.189 0.363 -0.10 0.01 -0.06
C -3.134 4.541 0.425 -0.07 0.04 0.09
C -4.118 5.485 0.695 0.01 -0.05 0.00
C -5.432 5.086 0.908 0.03 -0.03 -0.01
C -5.764 3.739 0.847 0.06 -0.01 0.00
C -4.784 2.796 0.564 -0.04 0.05 0.04
C -0.802 2.854 -0.605 -0.17 0.31 0.21
C 0.319 3.138 0.193 -0.54 1.08 0.14
C 1.311 3.992 -0.297 0.16 -0.12 0.22
C 1.253 4.490 -1.579 -0.04 0.07 -0.12
C 0.160 4.183 -2.390 0.07 0.07 -0.03
C -0.851 3.387 -1.901 -0.11 -0.11 -0.05
H -2.447 0.344 3.337 -0.02 -0.02 0.11
H -3.451 0.130 1.903 0.00 0.01 0.02
H -2.305 -2.020 2.423 -0.05 -0.03 0.11
H -0.748 -1.153 2.516 0.01 -0.01 -0.01
H -3.842 -0.135 -0.911 0.02 0.07 0.05
H -6.132 -0.889 -1.383 0.05 -0.03 0.02
H -6.760 -3.264 -1.024 0.06 0.03 0.02
H -5.058 -4.857 -0.177 0.02 0.07 -0.01
H -2.784 -4.105 0.305 -0.03 0.04 -0.02
H -0.541 -2.994 -2.006 0.02 -0.07 0.11
H 0.593 -5.174 -2.277 0.00 0.03 0.06
H 1.224 -6.494 -0.272 -0.02 0.02 0.00
H 0.716 -5.620 1.985 0.00 0.03 -0.03
H -0.388 -3.442 2.257 0.01 -0.02 -0.06
H -0.601 0.983 1.581 -0.07 0.29 0.98
H -1.608 2.195 2.289 0.12 0.13 0.21
H -2.112 4.863 0.269 -0.02 0.00 0.00
H -3.856 6.535 0.744 0.00 -0.04 0.00
H -6.196 5.825 1.120 0.03 -0.03 -0.01
H -6.787 3.422 1.012 0.03 0.01 0.00
H -5.052 1.744 0.504 0.01 0.05 -0.02
H 0.334 2.918 1.258 0.09 -0.32 -0.07
H 2.123 4.274 0.362 -0.01 -0.07 -0.05
H 2.036 5.143 -1.943 -0.02 -0.04 0.00
H 0.091 4.590 -3.393 0.00 -0.02 0.06
H -1.727 3.202 -2.511 0.04 -0.06 -0.04
C -3.537 1.219 6.525 0.04 -0.02 -0.05
C -2.156 0.636 6.365 0.08 0.15 -0.26
C -1.651 -0.270 7.287 0.00 -0.06 0.10
C -0.387 -0.763 7.016 0.24 0.04 -0.26
N 0.342 -0.403 5.966 -0.23 0.23 -0.11
C -0.194 0.516 5.109 -0.39 -0.16 0.34
S 0.741 1.039 3.744 -0.09 -0.17 0.45
N -1.461 1.019 5.296 0.41 -0.13 0.01
H -3.769 1.406 7.575 0.02 -0.02 -0.06
H -4.291 0.527 6.137 0.05 0.03 0.01
H -3.606 2.149 5.964 -0.02 0.00 0.01
H -2.214 -0.577 8.162 0.05 0.03 -0.08
H 0.069 -1.493 7.685 -0.01 0.06 -0.07
C 4.335 2.535 -0.478 -0.01 0.04 0.09
C 4.404 1.525 0.680 -0.07 -0.04 -0.01
C 3.682 2.161 1.886 0.12 0.10 -0.02
C 5.884 1.292 1.016 -0.01 0.19 -0.02
P 3.419 -0.011 0.167 -0.07 -0.04 -0.12
N 1.888 0.252 0.179 -0.01 0.03 -0.07
C 3.976 -0.492 -1.599 0.03 -0.16 0.16
C 3.412 -1.904 -1.870 0.08 0.11 -0.08
C 5.490 -0.502 -1.865 -0.07 -0.08 -0.11
C 3.303 0.441 -2.618 0.11 -0.05 -0.04
C 3.932 -1.421 1.335 0.02 0.22 -0.03
C 2.837 -2.489 1.283 0.08 -0.19 0.01
C 5.305 -2.047 1.051 -0.03 -0.08 0.13
C 3.928 -0.888 2.780 0.04 -0.06 0.04
H 4.633 3.520 -0.100 0.00 -0.07 -0.03
H 3.324 2.616 -0.879 0.09 -0.03 0.03
H 5.013 2.282 -1.292 0.02 -0.01 0.01
H 3.963 3.222 1.952 -0.01 -0.16 0.01
H 3.940 1.692 2.833 -0.03 0.04 -0.08
H 2.598 2.089 1.782 0.03 0.02 -0.02
H 6.355 2.267 1.193 -0.04 -0.07 0.00
H 6.431 0.811 0.204 -0.02 0.05 0.04
H 6.022 0.701 1.918 0.01 0.03 -0.03
H 3.936 -2.679 -1.313 -0.03 0.05 -0.04
H 3.532 -2.135 -2.938 -0.02 0.04 0.13
H 2.349 -1.958 -1.620 0.03 0.02 -0.01
H 6.037 -1.139 -1.172 -0.02 0.05 -0.08
H 5.926 0.496 -1.825 -0.05 -0.03 -0.02
H 5.667 -0.892 -2.877 -0.03 0.04 0.07
H 2.258 0.597 -2.365 -0.15 -0.01 0.03
H 3.364 -0.032 -3.604 -0.01 0.01 -0.02
H 3.795 1.409 -2.695 -0.03 -0.04 0.00
H 2.917 -3.159 0.425 -0.03 0.07 0.04
H 1.865 -2.009 1.259 -0.16 0.05 0.04
H 2.894 -3.099 2.192 0.01 0.01 -0.12
H 5.330 -2.622 0.125 -0.03 0.01 0.07
H 5.538 -2.741 1.868 -0.03 0.03 -0.05
H 6.106 -1.309 1.015 -0.03 -0.06 0.04
H 3.011 -0.357 3.033 -0.08 0.02 -0.03
H 4.783 -0.248 2.997 -0.09 -0.06 0.00
H 3.991 -1.747 3.457 0.04 0.04 -0.05
C -4.067 1.475 -3.900 0.05 -0.10 0.03
C -3.415 0.324 -4.669 0.06 0.10 0.12
C -2.393 -0.447 -3.827 -0.20 -0.02 -0.07
S -0.880 0.515 -3.644 0.02 0.29 0.36
O -0.307 0.174 -2.287 0.09 -0.05 -0.30
C 0.141 -0.333 -4.866 0.08 -0.09 0.02
C 0.622 -1.730 -4.449 -0.12 -0.01 -0.13
C -0.098 -2.908 -5.111 0.02 0.05 0.02
H -4.691 2.086 -4.553 0.01 -0.04 0.02
H -3.318 2.130 -3.447 -0.06 -0.06 -0.06
H -4.695 1.089 -3.093 0.05 0.03 -0.03
H -2.929 0.709 -5.573 -0.02 -0.05 0.01
H -4.181 -0.376 -5.005 0.00 -0.02 -0.03
H -2.136 -1.406 -4.270 -0.09 -0.01 0.08
H -2.745 -0.609 -2.807 -0.01 0.01 -0.04
H 0.979 0.351 -5.015 0.01 -0.06 -0.02
H -0.463 -0.335 -5.781 0.09 0.01 0.02
H 0.579 -1.808 -3.362 0.05 0.05 0.03
H 1.676 -1.795 -4.704 0.14 0.01 0.01
H -1.129 -3.030 -4.772 0.06 0.01 -0.01
H 0.424 -3.840 -4.881 -0.03 0.06 -0.01
H -0.114 -2.799 -6.199 0.00 -0.01 0.05
```
Forces are in eV/Å.

Calculated values
Spin multiplicity: 6
HOMO-LUMO gap (alpha / beta) in eV: 6.1 / 6.1
E_HOMO (alpha / beta) in eV: -6.03 / -6.02
Strongest force on any atom in eV/Å: 2.77
Energy in hartree: -5159.36069
Charge: 0
E_LUMO (alpha / beta) in Ha: 0.00400 / 0.00265